Entry from the Open Molecules 2025 dataset: an isolated molecule of C23H30OS2 at a distorted geometry (wB97M-V/def2-TZVPD).

Properties
Gap between HOMO and LUMO (Eh): 0.327
Spin multiplicity: 1
SMILES string: CC(C)(C)c1cccc(C(C)(C)C)c1OC1(c2ccccc2)SCCS1
Calculated total energy (Ha): -1765.98069
Energy above the lowest of the compared OMol25 structures with the same formula, charge and spin (kcal/mol): 0.00
HOMO level (eV): -8.39

Cartesian coordinates (Å):
C (3.19, -0.76, -3.64)
C (1.82, -1.06, -3.01)
C (0.93, 0.06, -3.55)
C (1.37, -2.43, -3.52)
C (1.89, -1.10, -1.45)
C (3.07, -0.66, -0.84)
C (3.36, -0.98, 0.48)
C (2.46, -1.70, 1.25)
C (1.27, -2.19, 0.70)
C (0.49, -3.32, 1.43)
C (1.27, -3.84, 2.63)
C (0.26, -4.48, 0.46)
C (-0.84, -2.86, 2.02)
C (0.94, -1.70, -0.58)
O (-0.41, -1.91, -0.99)
C (-1.49, -1.08, -1.04)
C (-1.22, 0.30, -0.48)
C (-1.17, 0.48, 0.90)
C (-0.88, 1.75, 1.42)
C (-0.65, 2.82, 0.55)
C (-0.75, 2.64, -0.83)
C (-1.06, 1.37, -1.34)
S (-2.06, -1.07, -2.75)
C (-3.81, -1.48, -2.57)
C (-3.88, -2.44, -1.39)
S (-2.92, -1.69, -0.08)
H (3.94, -1.49, -3.34)
H (3.10, -0.81, -4.74)
H (3.54, 0.25, -3.39)
H (-0.12, -0.10, -3.29)
H (1.25, 1.04, -3.15)
H (0.98, 0.10, -4.65)
H (0.41, -2.72, -3.08)
H (1.28, -2.42, -4.62)
H (2.14, -3.16, -3.24)
H (3.80, -0.09, -1.41)
H (4.30, -0.66, 0.91)
H (2.71, -1.92, 2.29)
H (1.42, -3.06, 3.38)
H (0.71, -4.65, 3.11)
H (2.25, -4.23, 2.33)
H (-0.28, -4.16, -0.43)
H (1.24, -4.88, 0.16)
H (-0.31, -5.28, 0.95)
H (-1.60, -2.67, 1.22)
H (-1.26, -3.65, 2.67)
H (-0.72, -1.96, 2.62)
H (-1.37, -0.35, 1.59)
H (-0.82, 1.87, 2.49)
H (-0.37, 3.79, 0.95)
H (-0.59, 3.46, -1.53)
H (-1.21, 1.24, -2.41)
H (-4.40, -0.58, -2.42)
H (-4.13, -1.98, -3.50)
H (-4.90, -2.56, -1.02)
H (-3.45, -3.43, -1.61)

Entry from the Open Molecules 2025 dataset: a structure of composition C23H31AsBrF6N3OPtSi2Te at a distorted geometry (wB97M-V/def2-TZVPD).

Properties
Gap between HOMO and LUMO (spin up / spin down) (Eh): 0.219 / 0.216
Spin multiplicity: 4
Calculated total energy (Ha): -7509.65395
Energy above the lowest of the compared OMol25 structures with the same formula, charge and spin (kcal/mol): 32.53
Charge: +1
HOMO level (spin up / spin down) (eV): -10.54 / -11.53

Cartesian coordinates (Å):
Pt (-0.18, 0.93, -0.40)
Br (3.28, -9.38, -0.87)
C (2.02, -8.28, 0.01)
C (0.78, -8.81, 0.35)
C (-0.13, -8.02, 1.01)
C (0.19, -6.69, 1.35)
C (1.47, -6.18, 1.03)
C (2.36, -6.97, 0.35)
N (-0.73, -6.00, 2.05)
N (-0.93, -4.90, 2.51)
C (-1.02, -3.63, 2.20)
C (-1.28, -2.74, 3.28)
C (-1.30, -1.39, 3.13)
C (-1.07, -0.78, 1.86)
O (-0.97, 0.46, 1.72)
C (-0.97, -1.68, 0.71)
N (-0.89, -1.11, -0.51)
C (-0.76, -1.86, -1.59)
C (-0.74, -3.25, -1.52)
C (-0.84, -3.86, -0.30)
C (-0.94, -3.08, 0.86)
H (0.53, -9.83, 0.10)
H (-1.09, -8.40, 1.30)
H (1.74, -5.17, 1.32)
H (3.34, -6.59, 0.09)
H (-1.43, -3.19, 4.26)
H (-1.46, -0.74, 3.97)
H (-0.67, -1.35, -2.54)
H (-0.62, -3.83, -2.42)
H (-0.85, -4.94, -0.23)
C (-3.49, 1.72, -2.17)
Si (-3.33, 3.57, -1.72)
C (-3.66, 3.86, 0.14)
C (-4.30, 4.79, -2.81)
C (-1.47, 4.01, -1.97)
Te (-0.44, 3.46, -0.19)
C (1.48, 4.04, -0.89)
Si (2.39, 4.54, 0.75)
C (1.40, 6.06, 1.35)
C (4.21, 4.87, 0.29)
C (2.19, 3.16, 2.04)
H (-4.42, 1.29, -1.81)
H (-2.66, 1.15, -1.73)
H (-3.47, 1.57, -3.24)
H (-4.72, 3.91, 0.38)
H (-3.22, 4.81, 0.45)
H (-3.23, 3.06, 0.74)
H (-5.37, 4.64, -2.73)
H (-4.03, 4.70, -3.85)
H (-4.10, 5.82, -2.51)
H (-1.35, 5.08, -2.11)
H (-1.01, 3.49, -2.81)
H (1.35, 4.87, -1.58)
H (1.99, 3.23, -1.40)
H (1.09, 6.70, 0.52)
H (1.98, 6.68, 2.03)
H (0.50, 5.75, 1.88)
H (4.31, 5.62, -0.48)
H (4.68, 3.96, -0.07)
H (4.77, 5.20, 1.16)
H (1.19, 2.72, 2.00)
H (2.33, 3.54, 3.05)
H (2.91, 2.36, 1.90)
F (1.63, -0.75, 0.30)
As (2.75, -0.45, -1.11)
F (1.34, 0.12, -2.17)
F (2.75, 1.21, -0.51)
F (3.76, -0.08, -2.43)
F (4.05, -0.96, -0.12)
F (2.36, -2.07, -1.65)

Entry from the Open Molecules 2025 dataset: a cluster of 4 separate species, C23H31BBr3N3O11 in total at a distorted geometry (wB97M-V/def2-TZVPD).

Properties
Gap between HOMO and LUMO (Eh): 0.344
Spin multiplicity: 1
SMILES string: C/C(Br)=C(\Br)[C@](C#N)(B(O)N(C)C)[C@](C#N)(CC=O)C[C@H](C)Br.O=C1OCCO1.O=C1OCCO1.O=C1OCCO1
Calculated total energy (Ha): -9633.81479
HOMO level (eV): -9.26

Cartesian coordinates (Å):
C (-0.19, -1.25, 3.08)
C (-0.37, -1.04, 1.62)
Br (0.69, -2.25, 0.62)
C (-1.19, -0.13, 1.09)
Br (-2.17, 0.82, 2.45)
C (-1.45, 0.18, -0.37)
C (-0.30, -0.03, -1.26)
N (0.61, -0.24, -1.94)
B (-1.72, 1.79, -0.66)
O (-1.01, 2.38, -1.69)
N (-2.67, 2.65, 0.05)
C (-1.83, 3.61, 0.83)
C (-3.38, 3.47, -0.96)
C (-2.62, -0.68, -0.99)
C (-2.28, -2.11, -0.88)
N (-2.01, -3.23, -0.79)
C (-2.82, -0.41, -2.50)
C (-2.36, -1.56, -3.39)
O (-3.12, -2.21, -4.06)
C (-3.95, -0.62, -0.19)
C (-4.94, 0.50, -0.54)
C (-5.43, 1.22, 0.73)
Br (-6.54, -0.35, -1.35)
H (0.61, -1.95, 3.26)
H (-1.09, -1.69, 3.49)
H (0.04, -0.33, 3.60)
H (-1.30, 2.10, -2.56)
H (-1.20, 4.22, 0.19)
H (-2.51, 4.21, 1.42)
H (-1.19, 3.10, 1.53)
H (-4.36, 3.77, -0.58)
H (-2.85, 4.38, -1.21)
H (-3.54, 2.94, -1.89)
H (-3.86, -0.28, -2.77)
H (-2.29, 0.45, -2.89)
H (-1.28, -1.77, -3.41)
H (-4.43, -1.55, -0.46)
H (-3.77, -0.71, 0.87)
H (-4.59, 1.16, -1.31)
H (-5.15, 2.26, 0.78)
H (-5.08, 0.75, 1.63)
H (-6.51, 1.19, 0.77)
O (0.63, 2.69, 3.33)
C (1.41, 3.15, 2.55)
O (2.62, 2.62, 2.28)
C (3.16, 3.29, 1.13)
C (2.41, 4.61, 1.15)
O (1.18, 4.25, 1.80)
H (4.22, 3.40, 1.22)
H (2.93, 2.71, 0.24)
H (2.91, 5.37, 1.76)
H (2.23, 5.01, 0.16)
O (5.64, 1.86, 1.18)
C (5.48, 0.69, 1.04)
O (6.19, -0.28, 1.66)
C (5.53, -1.53, 1.42)
C (4.75, -1.25, 0.15)
O (4.53, 0.16, 0.24)
H (6.25, -2.33, 1.32)
H (4.87, -1.75, 2.27)
H (5.33, -1.46, -0.75)
H (3.81, -1.79, 0.10)
O (3.99, -4.54, 1.00)
C (3.52, -4.85, -0.04)
O (3.41, -6.11, -0.50)
C (2.60, -6.09, -1.68)
C (2.77, -4.67, -2.16)
O (3.02, -3.96, -0.95)
H (2.94, -6.83, -2.40)
H (1.57, -6.32, -1.40)
H (3.63, -4.55, -2.83)
H (1.88, -4.28, -2.66)